Below is C31H30Cl3O6P2TbTe as an isolated structure in a non-equilibrium geometry, with properties calculated with wB97M-V/def2-TZVPD.

The geometry in XYZ format:
```
74
Properties=species:S:1:pos:R:3:forces:R:3:mulliken_spin:R:1
Tb 0.690 0.728 -0.274 -0.3 -1.4 2.3 6.18
C 0.801 -1.702 -0.677 -0.2 1.3 0.5 -0.25
C 0.826 -2.995 -1.041 0.5 -1.6 -0.1 -0.02
C 0.012 -3.625 -2.049 -0.2 0.6 0.2 0.11
C 0.175 -4.933 -2.402 -0.2 -0.3 -0.3 -0.11
C 1.118 -5.750 -1.782 0.0 -0.1 0.0 0.26
C 1.894 -5.191 -0.768 0.3 -0.4 0.4 -0.14
C 1.770 -3.882 -0.392 -0.1 0.3 -0.2 0.10
H -0.735 -3.013 -2.539 0.0 -0.1 0.0 0.02
H -0.459 -5.343 -3.181 0.0 0.0 0.0 -0.01
H 1.229 -6.788 -2.064 0.0 0.0 0.0 0.03
H 2.625 -5.810 -0.252 0.0 0.0 0.0 -0.01
H 2.388 -3.467 0.396 0.0 0.0 -0.1 0.01
Cl -2.080 -0.516 -0.111 -0.4 -0.4 -0.1 0.01
C -2.560 -0.153 1.543 0.4 0.1 0.2 0.00
Cl -3.449 1.377 1.546 -0.2 0.4 0.1 0.00
Cl -3.607 -1.424 2.152 -0.3 -0.3 0.1 0.00
C -1.259 0.027 2.496 -1.2 -0.5 -0.4 0.01
O -1.432 -0.244 3.662 0.1 0.0 0.5 0.00
O -0.278 0.442 1.864 1.1 0.5 -0.4 -0.03
O -0.858 1.965 -1.101 -1.4 -0.1 0.3 -0.02
P -0.037 3.231 -1.416 -0.3 2.5 -0.7 -0.04
C -0.859 4.517 -0.350 0.4 -0.3 0.0 0.00
C -1.074 5.849 -0.680 0.0 -0.1 -0.1 0.00
C -1.584 6.729 0.257 0.0 0.3 0.0 0.00
C -1.876 6.298 1.540 -0.1 0.1 0.1 0.00
C -1.662 4.972 1.881 0.0 0.1 0.1 0.00
C -1.147 4.096 0.945 0.1 -0.2 0.0 0.00
C 2.204 2.308 0.970 0.7 0.3 0.4 -0.02
C 3.100 1.559 1.773 -0.6 0.0 -0.3 0.00
C 4.238 2.085 2.364 0.2 -0.2 0.1 -0.01
C 4.556 3.423 2.203 0.2 0.1 0.2 0.00
C 3.707 4.214 1.452 0.1 0.2 0.0 0.00
C 2.583 3.664 0.854 -0.5 -0.2 -0.2 0.00
C -0.725 3.862 -3.019 0.3 -0.4 0.1 0.00
C -1.822 3.253 -3.614 -0.1 0.0 0.2 -0.01
C -2.300 3.699 -4.833 -0.1 0.0 -0.1 0.00
C -1.675 4.752 -5.483 0.0 0.0 -0.2 0.00
C -0.555 5.339 -4.916 0.0 0.2 -0.2 0.00
C -0.082 4.892 -3.697 0.0 -0.1 0.1 0.00
H -0.854 6.202 -1.678 0.0 0.0 0.0 0.00
H -1.747 7.765 -0.016 0.0 0.0 0.0 0.00
H -2.266 6.994 2.272 0.0 0.0 0.0 0.00
H -1.883 4.621 2.880 0.0 0.0 0.1 0.00
H -0.946 3.064 1.212 -0.1 0.1 0.1 0.00
H 2.896 0.497 1.950 0.0 0.1 0.0 -0.01
H 4.897 1.446 2.945 0.0 0.0 0.0 0.00
H 5.445 3.843 2.665 0.0 0.0 0.0 0.00
H 3.934 5.270 1.327 -0.1 0.0 0.0 0.00
H 1.962 4.344 0.269 0.0 -0.1 0.0 0.00
H -2.293 2.422 -3.106 0.0 -0.1 0.1 0.00
H -3.161 3.222 -5.285 0.0 0.0 0.0 0.00
H -2.043 5.101 -6.440 0.0 0.0 0.0 0.00
H -0.045 6.142 -5.438 0.0 0.0 0.0 0.00
H 0.801 5.343 -3.264 0.1 0.0 0.0 0.00
C 4.002 3.488 -4.014 -0.3 -0.1 0.2 0.00
C 3.186 3.083 -2.797 0.6 0.2 0.2 0.00
O 2.082 2.290 -3.204 -0.1 -0.8 -0.3 -0.01
P 2.106 0.723 -2.801 1.3 0.5 -2.4 0.01
O 2.626 0.573 -1.401 0.3 0.0 -0.1 -0.01
Te 0.016 -0.170 -3.355 0.2 -0.1 -0.5 -0.04
O 3.327 0.227 -3.792 -0.9 0.6 0.4 0.00
C 4.031 -0.933 -3.397 0.5 -0.6 0.2 0.00
C 3.345 -2.206 -3.862 0.0 0.3 0.1 -0.01
H 4.884 4.047 -3.711 0.1 0.1 0.0 0.00
H 3.395 4.103 -4.674 0.0 0.1 -0.1 0.00
H 4.303 2.593 -4.553 0.1 0.0 -0.1 0.00
H 2.784 3.960 -2.278 0.0 -0.2 0.0 0.00
H 3.796 2.516 -2.081 -0.1 0.3 -0.1 0.00
H 4.127 -0.940 -2.305 0.1 0.0 -0.1 0.00
H 5.033 -0.843 -3.839 -0.2 0.0 0.1 0.00
H 2.380 -2.310 -3.371 -0.1 -0.1 0.0 0.01
H 3.957 -3.069 -3.610 0.1 -0.2 0.0 0.00
H 3.184 -2.170 -4.937 0.0 -0.1 -0.1 0.00
```
Positions in Å, forces in eV/Å.

Summary:
- HOMO (alpha / beta): -0.0341 / -0.0343 Eh
- Total charge: -2
- 2S+1: 7
- M: 953.4 g/mol


Below is an isolated ion of composition C4H8N and charge +1 in a non-equilibrium geometry, with properties calculated with wB97M-V/def2-TZVPD.

The geometry in XYZ format:
```
13
Properties=species:S:1:pos:R:3:forces:R:3:lowdin_charge:R:1
C -0.900 -1.266 0.459 0.1 2.0 4.1 0.03
C -0.299 -0.007 -0.034 -2.8 2.0 0.3 -0.38
C 0.034 0.562 -1.413 -0.3 -1.6 0.7 0.08
N 1.009 0.351 -0.326 6.0 -0.2 0.4 0.01
C 0.304 1.084 0.828 0.7 -1.8 -0.6 0.10
H -1.940 -1.204 0.883 0.8 0.4 -1.1 0.13
H -0.318 -1.424 1.422 -0.5 -0.4 -1.0 0.12
H -0.773 -2.066 -0.153 0.2 -2.3 -1.9 0.06
H 0.003 -0.315 -2.057 0.4 0.5 -0.5 0.14
H -0.108 1.553 -1.850 -0.1 -0.2 0.6 0.14
H 2.089 -0.098 -0.284 -4.0 1.2 -0.2 0.31
H 0.273 2.156 0.727 -0.5 0.1 -0.3 0.13
H 0.625 0.676 1.798 0.0 0.4 -0.4 0.14
```
Positions in Å, forces in eV/Å.

Summary:
- HOMO: -0.6163 Eh
- Total charge: +1
- 2S+1: 1
- M: 70.1 g/mol
- SMILES: C[C@]12C[N@H+]1C2


Below is one molecule with the formula C12H10N2 in a non-equilibrium geometry, with properties calculated with wB97M-V/def2-TZVPD.

The geometry in XYZ format:
```
24
Properties=species:S:1:pos:R:3:forces:R:3:lowdin_charge:R:1
C -0.486 2.558 0.086 0.9 0.6 0.2 0.02
N -0.169 1.081 -0.249 -9.0 6.6 2.0 -0.07
C 0.853 0.427 -0.262 12.3 -6.6 -1.1 -0.28
C 2.267 0.858 -0.264 -2.0 0.3 -0.7 -0.04
C 3.322 -0.068 -0.197 1.7 2.2 3.7 -0.15
C 3.173 -1.459 0.208 -2.0 -1.5 -1.6 -0.12
C 1.796 -1.916 0.057 1.2 -1.1 0.7 -0.06
C 0.662 -1.045 -0.275 0.7 0.7 2.6 -0.07
C -0.784 -1.157 0.010 0.4 2.2 -2.0 -0.04
C -1.821 -2.117 -0.154 0.8 0.4 0.0 -0.13
N -3.033 -1.713 -0.189 -3.9 2.5 0.7 0.03
C -3.463 -0.351 0.033 2.4 -4.0 -1.4 -0.08
C -2.560 0.654 0.075 -0.3 -1.7 0.6 -0.05
C -1.226 0.250 -0.032 -0.6 -2.6 0.2 -0.16
H -0.278 3.177 -0.973 -1.2 -1.4 3.1 0.14
H 0.308 2.948 0.901 -1.8 -1.0 -1.9 0.11
H -1.657 2.548 0.655 4.3 0.6 -2.3 0.14
H 2.427 1.992 -0.330 0.2 -1.9 0.2 0.11
H 4.240 0.618 0.194 -1.4 -2.3 -1.6 0.13
H 3.981 -2.373 0.465 -2.0 3.3 -0.8 0.15
H 1.686 -3.071 0.341 -0.4 2.8 -0.9 0.13
H -1.790 -3.199 -0.352 1.0 0.5 0.3 0.12
H -4.498 -0.230 -0.108 -1.2 0.2 0.4 0.08
H -2.948 1.587 0.359 -0.2 1.2 -0.4 0.07
```
Positions in Å, forces in eV/Å.

Summary:
- HOMO: -0.2931 Eh
- 2S+1: 1
- M: 182.2 g/mol
- SMILES: Cn1c2ccccc2c2cnccc21


Below is a 2-piece molecular cluster, C3H6N4S overall in a non-equilibrium geometry, with properties calculated with wB97M-V/def2-TZVPD.

The geometry in XYZ format:
```
14
Properties=species:S:1:pos:R:3:forces:R:3:lowdin_charge:R:1
C -0.965 1.121 -0.494 -1.9 -4.0 4.5 -0.08
C -0.387 -1.380 -0.313 -1.3 -1.3 -1.5 -0.20
C 0.799 -0.437 -0.272 0.4 0.3 2.3 -0.73
H 1.412 1.705 1.350 0.0 0.9 -3.6 0.12
H 2.756 1.082 0.315 -4.3 0.2 -1.4 0.11
H -1.327 2.069 -0.750 0.3 1.3 -0.5 0.09
H -2.266 -1.674 0.924 1.6 2.4 -1.7 0.18
H -0.083 -2.351 0.123 -0.1 0.3 -1.0 0.11
H -0.733 -1.355 -1.489 0.7 -0.6 2.6 0.17
N 1.467 1.788 0.180 0.3 -0.3 4.4 -0.11
N 0.395 0.814 -0.094 1.6 0.5 -1.6 -0.24
N -1.950 0.323 0.042 1.5 0.5 -1.3 0.01
N -1.568 -0.944 0.507 1.7 1.2 -1.0 -0.08
S 2.449 -0.762 -0.030 -0.5 -1.3 -0.2 0.64
```
Positions in Å, forces in eV/Å.

Summary:
- HOMO: -0.3091 Eh
- 2S+1: 1
- M: 130.2 g/mol


Below is a 2-piece molecular cluster, C3H8NO overall in a non-equilibrium geometry, with properties calculated with wB97M-V/def2-TZVPD.

The geometry in XYZ format:
```
13
Properties=species:S:1:pos:R:3:forces:R:3:lowdin_charge:R:1
C 1.617 -0.720 2.348 0.8 1.6 -0.7 0.18
N 0.898 0.224 1.869 1.3 -0.9 -1.0 0.19
H 2.386 -0.404 3.047 -0.3 -0.7 0.6 0.13
H 1.627 -1.649 1.799 -0.3 -0.5 0.5 0.13
H 0.528 -0.008 0.922 -1.2 0.4 0.1 0.08
H 1.138 1.185 2.090 -0.5 0.1 0.3 0.16
O -0.143 -0.389 -0.636 0.5 0.8 0.3 0.00
C -1.118 0.169 -1.104 -1.0 -1.6 -0.6 -0.26
C -1.278 0.596 -2.510 1.5 1.1 -0.5 -0.03
H -2.067 0.179 -0.538 0.3 0.5 0.4 0.13
H -0.434 0.349 -3.161 -0.1 -0.8 0.2 0.10
H -2.231 0.326 -2.948 -0.2 0.1 0.1 0.09
H -1.127 1.689 -2.531 -0.8 0.0 0.2 0.11
```
Positions in Å, forces in eV/Å.

Summary:
- HOMO: -0.5278 Eh
- Total charge: +1
- 2S+1: 1
- M: 74.1 g/mol


Below is C49H36N3O8S3Ta as an isolated structure, with properties calculated with wB97M-V/def2-TZVPD.

The geometry in XYZ format:
```
100
Properties=species:S:1:pos:R:3:forces:R:3:lowdin_charge:R:1
Ta -0.551 -1.331 1.592 0.1 0.0 0.0 1.92
C 7.675 -3.759 1.122 0.0 0.0 0.0 -0.03
C 6.400 -2.971 1.054 0.0 0.0 0.0 -0.24
C 6.416 -1.591 0.862 0.0 0.0 0.0 -0.01
C 5.239 -0.863 0.809 0.0 0.0 0.0 -0.06
C 4.034 -1.540 0.930 0.0 0.0 0.0 -0.38
C 3.978 -2.912 1.132 0.0 0.0 0.0 -0.06
C 5.168 -3.614 1.194 0.0 0.0 0.0 -0.01
S 2.584 -0.543 0.834 0.0 0.0 0.0 1.20
O 1.483 -1.507 1.387 0.0 0.0 0.0 -0.61
C 2.267 -0.461 -0.908 0.0 0.0 0.0 -0.31
C 2.228 -1.651 -1.671 0.0 0.0 0.0 -0.05
C 1.939 -1.574 -2.996 0.0 0.0 0.0 0.01
C 1.687 -0.321 -3.618 0.0 0.0 0.0 -0.14
C 1.387 -0.236 -4.997 0.0 0.0 0.0 -0.01
C 1.158 0.975 -5.584 0.0 0.0 0.0 -0.04
C 1.222 2.161 -4.822 0.0 0.0 0.0 -0.04
C 1.512 2.113 -3.488 0.0 0.0 0.0 0.00
C 1.750 0.869 -2.851 0.0 0.0 0.0 -0.10
C 2.048 0.781 -1.459 0.0 0.0 0.0 -0.18
C 2.170 2.041 -0.661 0.0 0.0 0.0 -0.18
C 3.411 2.733 -0.633 0.0 0.0 0.0 -0.10
C 4.553 2.258 -1.330 0.0 0.0 0.0 -0.01
C 5.728 2.951 -1.277 0.0 0.0 0.0 -0.04
C 5.825 4.146 -0.530 0.0 0.0 0.0 -0.04
C 4.743 4.627 0.146 0.0 0.0 0.0 -0.01
C 3.508 3.935 0.114 0.0 0.0 0.0 -0.13
C 2.374 4.426 0.808 0.0 0.0 0.0 0.02
C 1.188 3.757 0.782 0.0 0.0 0.0 -0.02
C 1.104 2.561 0.038 0.0 0.0 0.0 -0.30
S -0.349 1.563 0.016 0.0 0.0 0.0 1.18
O -0.033 0.591 1.213 0.0 0.0 0.0 -0.61
C -1.638 2.586 0.630 0.0 0.0 0.0 -0.41
C -2.427 3.222 -0.322 0.0 0.0 0.0 -0.07
C -3.462 4.033 0.110 0.0 0.0 0.0 -0.02
C -3.730 4.193 1.470 0.0 0.0 0.0 -0.24
C -4.843 5.089 1.930 0.0 0.0 0.0 -0.03
C -2.935 3.516 2.396 0.0 0.0 0.0 0.00
C -1.883 2.714 1.990 0.0 0.0 0.0 -0.05
H 8.546 -3.108 1.137 0.0 0.0 0.0 0.08
H 7.760 -4.421 0.259 0.0 0.0 0.0 0.10
H 7.697 -4.384 2.015 0.0 0.0 0.0 0.09
H 7.364 -1.076 0.772 0.0 0.0 0.0 0.12
H 5.264 0.213 0.682 0.0 0.0 0.0 0.11
H 3.029 -3.412 1.266 0.0 0.0 0.0 0.11
H 5.143 -4.683 1.365 0.0 0.0 0.0 0.13
H 2.423 -2.602 -1.195 0.0 0.0 0.0 0.12
H 1.904 -2.471 -3.601 0.0 0.0 0.0 0.13
H 1.347 -1.148 -5.580 0.0 0.0 0.0 0.12
H 0.934 1.031 -6.641 0.0 0.0 0.0 0.12
H 1.048 3.114 -5.303 0.0 0.0 0.0 0.12
H 1.573 3.028 -2.914 0.0 0.0 0.0 0.12
H 4.485 1.349 -1.914 0.0 0.0 0.0 0.12
H 6.593 2.588 -1.817 0.0 0.0 0.0 0.12
H 6.764 4.681 -0.501 0.0 0.0 0.0 0.12
H 4.812 5.544 0.717 0.0 0.0 0.0 0.13
H 2.463 5.349 1.367 0.0 0.0 0.0 0.13
H 0.324 4.135 1.310 0.0 0.0 0.0 0.12
H -2.237 3.089 -1.381 0.0 0.0 0.0 0.12
H -4.079 4.541 -0.620 0.0 0.0 0.0 0.13
H -5.650 5.127 1.200 0.0 0.0 0.0 0.09
H -4.471 6.107 2.064 0.0 0.0 0.0 0.10
H -5.249 4.759 2.884 0.0 0.0 0.0 0.09
H -3.146 3.616 3.454 0.0 0.0 0.0 0.13
H -1.280 2.183 2.714 0.0 0.0 0.0 0.12
O -2.647 -0.717 4.963 0.0 0.0 0.0 0.21
C -1.867 -1.059 4.145 0.0 0.0 0.0 -0.45
O -1.728 -0.499 2.914 -0.1 0.0 0.1 -0.21
C -0.866 -2.240 4.295 0.0 -0.1 0.0 -0.45
O -0.860 -3.026 5.176 0.0 0.1 0.0 0.22
O -0.025 -2.253 3.228 0.0 0.0 0.0 -0.19
O -0.378 -2.326 -0.202 0.0 -0.1 0.0 -0.25
N -1.361 -2.369 -1.066 0.0 0.0 0.0 0.10
N -2.236 -1.515 -0.792 0.0 0.0 0.0 -0.15
O -2.067 -0.719 0.236 0.0 0.0 0.0 -0.23
C -3.423 -1.354 -1.596 0.0 0.0 0.0 -0.16
C -3.713 -2.298 -2.571 0.0 0.0 0.0 0.00
C -4.859 -2.118 -3.326 0.0 0.0 0.0 -0.04
C -5.684 -1.022 -3.100 0.0 0.0 0.0 -0.04
C -5.369 -0.097 -2.115 0.0 0.0 0.0 -0.04
C -4.227 -0.256 -1.346 0.0 0.0 0.0 0.00
H -3.066 -3.148 -2.731 0.0 0.0 0.0 0.12
H -5.111 -2.840 -4.090 0.0 0.0 0.0 0.12
H -6.579 -0.894 -3.693 0.0 0.0 0.0 0.12
H -6.016 0.751 -1.940 0.0 0.0 0.0 0.12
H -3.969 0.451 -0.570 0.0 0.0 0.0 0.11
S -2.878 -5.446 1.852 0.0 0.0 0.0 1.18
C -1.697 -4.243 1.761 0.0 0.0 0.0 -0.43
N -2.121 -3.004 1.755 0.0 0.0 0.0 -0.09
C -3.523 -2.954 1.847 0.0 0.0 0.0 -0.27
C -4.332 -1.816 1.922 0.0 0.0 0.0 -0.02
C -5.693 -1.994 2.023 0.0 0.0 0.0 -0.04
C -6.268 -3.272 2.054 0.0 0.0 0.0 -0.05
C -5.483 -4.401 1.996 0.0 0.0 0.0 -0.06
C -4.104 -4.224 1.897 0.0 0.0 0.0 -0.44
H -0.647 -4.498 1.719 0.0 0.0 0.0 0.10
H -3.898 -0.828 1.928 0.0 0.0 0.0 0.10
H -6.335 -1.126 2.095 0.0 0.0 0.0 0.12
H -7.341 -3.374 2.139 0.0 0.0 0.0 0.12
H -5.918 -5.390 2.039 0.0 0.0 0.0 0.12
```
Positions in Å, forces in eV/Å.

Summary:
- HOMO: -0.4867 Eh
- Total charge: +2
- 2S+1: 1
- M: 1072.0 g/mol


Question: What is the formula in the third record?
Answer: C12H10N2


Question: What is the formula in the fourth record?
Answer: C3H6N4S